Here is one molecule with the formula C5H3F from OMol25. Energies are from ωB97M-V/def2-TZVPD.

Last column: natural (NBO) charge in e.
Atoms and positions in Å:
F 5.2434 -0.0266 0.0543  -0.2754
C 3.8629 0.1306 -0.0445  0.4534
C 2.6145 0.1442 -0.0966  -0.1823
C 1.2518 0.3139 -0.0747  -0.0611
C 0.2194 1.0780 0.0482  -0.1519
C -0.2187 -0.3762 -0.0189  -0.4122
H -0.0431 2.0505 0.3800  0.2193
H -0.3200 -0.8797 0.9796  0.1991
H -0.7580 -0.7508 -0.9481  0.2111

Properties
Maximum force = 6.016 eV/Å
Net charge = 0
Spin multiplicity = 1
Energy above the lowest of the compared OMol25 structures with the same formula, charge and spin = 2.181 eV
LUMO = 0.647 eV
E_HOMO = -9.3 eV
SMILES string = FC#CC1=CC1
Kohn-Sham gap = 9.90 eV